The following is a quantum chemistry calculation of a structure of composition C19H28AsN3O5Si2Sn in a non-equilibrium geometry, from OMol25.

Output
E	-117288.5397	eV
E_LUMO	-1.222	eV

Structure (ORCA input):
```
! wB97M-V def2-TZVPD RIJCOSX def2/J DEFGRID3
* xyz 0 1
Sn 12.832 11.170 6.715
O 15.018 11.947 6.856
C 15.756 11.405 7.774
C 15.416 11.015 9.082
C 16.482 10.969 9.962
C 16.300 10.507 11.238
C 15.014 10.250 11.723
C 13.916 10.581 10.971
C 14.011 10.910 9.594
O 12.916 11.101 8.918
N 17.422 10.177 12.038
O 17.369 9.213 12.845
O 18.456 10.870 11.875
H 16.824 11.227 7.597
H 17.500 11.225 9.658
H 14.875 9.869 12.735
H 12.926 10.573 11.468
N 13.423 18.178 5.284
C 12.870 17.704 6.438
O 12.514 18.428 7.372
C 12.685 16.212 6.506
C 12.747 15.599 7.781
C 12.614 14.250 7.887
N 12.347 13.412 6.832
C 12.173 14.023 5.661
C 12.396 15.380 5.431
H 13.734 19.153 5.314
H 13.615 17.561 4.525
H 12.947 16.217 8.683
H 12.712 13.777 8.844
H 11.868 13.441 4.805
H 12.229 15.746 4.383
C 9.749 11.215 9.728
Si 8.896 11.208 8.125
C 7.295 10.319 8.182
C 8.533 13.011 7.486
As 10.101 9.876 6.469
Si 10.225 7.708 7.553
C 11.292 7.925 9.113
C 8.610 6.845 7.965
C 11.172 6.579 6.415
H 9.544 12.188 10.171
H 10.825 11.109 9.735
H 9.413 10.369 10.367
H 6.464 10.877 8.633
H 7.296 9.339 8.744
H 7.025 10.009 7.167
H 8.556 13.119 6.387
H 9.325 13.593 7.930
H 7.577 13.438 7.838
H 10.674 8.511 9.811
H 12.239 8.421 8.934
H 11.494 6.934 9.525
H 8.425 7.139 8.962
H 8.784 5.746 7.964
H 7.827 7.032 7.261
H 12.205 6.921 6.393
H 10.851 6.560 5.393
H 11.147 5.563 6.734
*
```

These are the Mulliken partial charges, in e, on atoms 1 to 2:
1. Sn 0.423
2. O -0.627



The following is a quantum chemistry calculation of a structure of composition C19H28AuClO6 in a non-equilibrium geometry, from OMol25.

Output
E	-48640.7579	eV
E_LUMO (alpha / beta)	-0.071 / -2.834	eV

Structure (ORCA input):
```
! wB97M-V def2-TZVPD RIJCOSX def2/J DEFGRID3
* xyz 0 3
O -0.118 -0.010 -2.360
C 0.907 -0.494 -3.278
C 0.411 0.408 -4.399
H 0.784 -1.558 -3.501
H 1.901 -0.248 -2.898
C -0.725 0.791 -3.415
H 0.135 -0.125 -5.310
H 1.100 1.226 -4.614
C -2.073 0.201 -3.769
H -2.008 -0.894 -3.804
H -2.415 0.567 -4.744
H -2.808 0.497 -3.010
C -0.812 2.250 -3.030
H 0.187 2.677 -2.878
H -1.394 2.362 -2.103
H -1.319 2.802 -3.834
Au 0.259 -0.223 0.291
C 1.022 1.708 1.538
C 1.989 0.639 1.427
C 2.396 0.584 0.025
H 2.364 0.048 2.240
C 1.729 1.638 -0.657
C 0.879 2.316 0.249
H 0.282 3.212 0.049
H 0.585 2.036 2.470
H 3.187 -0.073 -0.355
H 1.939 1.954 -1.674
C -1.598 -0.566 1.962
C -1.989 0.706 1.217
C -2.337 0.411 -0.104
H -2.145 1.641 1.729
C -2.099 -1.022 -0.356
C -1.632 -1.614 0.824
H -1.432 -2.665 1.005
H -2.151 -0.735 2.897
H -2.810 1.085 -0.820
H -2.335 -1.556 -1.277
O 0.720 -1.620 -7.343
C 0.236 -0.552 -8.191
C 0.421 -0.952 -9.661
H 0.826 0.360 -7.981
H -0.807 -0.330 -7.921
C 1.617 -1.915 -9.581
H 0.589 -0.094 -10.305
H -0.462 -1.499 -10.007
C 1.401 -2.573 -8.211
H 2.545 -1.332 -9.569
H 1.654 -2.629 -10.398
H 2.334 -2.893 -7.729
H 0.770 -3.472 -8.342
O -0.985 0.890 4.275
Cl 0.202 0.107 4.761
O 1.498 0.641 4.183
O 0.090 -1.380 4.597
O -0.231 -0.638 2.311
*
```

These are the Mulliken partial charges, in e, on atoms 1 to 2:
1. O -0.064
2. C -0.579



The following is a quantum chemistry calculation of a cluster of 6 separate species, C19H28BrNO19P in total in a non-equilibrium geometry, from OMol25.

Output
E	-139879.8807	eV
E_LUMO	1.113	eV

Structure (ORCA input):
```
! wB97M-V def2-TZVPD RIJCOSX def2/J DEFGRID3
* xyz -1 1
N 1.136 -0.598 -5.216
C 0.237 -1.237 -4.137
C 1.211 -1.708 -2.906
C 0.403 -2.339 -1.603
O -0.170 -3.685 -1.918
C -0.572 -2.450 -4.889
O -1.831 -2.323 -5.382
O 0.074 -3.765 -5.118
P -0.889 0.190 -3.504
O -1.204 1.183 -4.937
Br -2.861 -0.605 -2.657
H 2.021 -0.236 -4.797
H 1.417 -1.381 -5.879
H 2.061 -2.477 -3.225
H 1.804 -0.764 -2.478
H -0.470 -1.653 -1.212
H 1.205 -2.479 -0.731
H -1.073 -3.521 -2.354
H -0.353 1.706 -5.042
C 2.096 1.130 2.146
C 2.623 -0.263 2.026
O 1.788 -0.843 1.042
C 1.286 0.182 0.293
O 0.663 0.035 -0.746
O 1.571 1.391 0.858
H 2.879 1.851 2.399
H 1.288 1.210 2.880
H 3.659 -0.289 1.671
H 2.556 -0.816 2.967
C -0.116 5.115 5.173
C 0.330 4.933 3.758
O 1.480 4.118 3.882
C 1.366 3.447 5.065
O 2.096 2.534 5.412
O 0.329 3.932 5.809
H -1.201 5.217 5.258
H 0.361 5.976 5.654
H -0.414 4.406 3.151
H 0.576 5.882 3.274
C -0.729 8.455 7.485
C -1.408 8.065 8.758
O -2.647 7.541 8.320
C -2.470 7.131 7.030
O -3.282 6.477 6.397
O -1.266 7.548 6.540
H 0.358 8.354 7.545
H -0.976 9.475 7.175
H -0.865 7.283 9.299
H -1.562 8.918 9.425
C 3.137 -6.438 -1.383
C 3.416 -5.464 -2.481
O 4.147 -4.441 -1.831
C 4.716 -5.002 -0.724
O 5.550 -4.451 -0.025
O 4.232 -6.259 -0.503
H 3.094 -7.470 -1.742
H 2.211 -6.209 -0.846
H 4.038 -5.894 -3.273
H 2.501 -5.065 -2.925
C -4.478 -4.851 -4.933
C -4.453 -3.522 -5.617
O -5.281 -3.722 -6.747
C -6.117 -4.758 -6.448
O -7.074 -5.089 -7.128
O -5.744 -5.375 -5.289
H -4.387 -4.762 -3.847
H -3.699 -5.526 -5.302
H -4.883 -2.726 -4.999
H -3.444 -3.230 -5.921
*
```

These are the Mulliken partial charges, in e, on atoms 1 to 2:
1. N -0.813
2. C 1.190



The following is a quantum chemistry calculation of a structure of composition C19H28ClHfN3O4S2, from OMol25.

Output
E	-68300.1058	eV
E_LUMO	-6.392	eV

Structure (ORCA input):
```
! wB97M-V def2-TZVPD RIJCOSX def2/J DEFGRID3
* xyz 2 1
Hf 1.352 -0.767 -0.081
C -0.040 -0.103 -4.741
C 1.106 -0.369 -3.811
C 1.665 -1.642 -3.690
C 2.757 -1.877 -2.866
C 3.306 -0.839 -2.117
C 2.731 0.435 -2.185
C 1.660 0.662 -3.051
H -0.842 0.433 -4.231
H -0.450 -1.028 -5.140
H 0.286 0.512 -5.581
H 1.248 -2.461 -4.263
H 3.187 -2.867 -2.804
H 4.194 -1.006 -1.522
H 3.198 1.268 -1.667
H 1.285 1.673 -3.183
N -2.448 0.948 2.927
C -1.372 1.352 1.944
C -1.880 2.308 0.892
C -0.734 2.536 -0.096
N -0.327 1.246 -0.714
C 0.463 3.165 0.602
C 0.970 2.336 1.776
N 1.815 1.190 1.303
C -0.173 1.898 2.701
H -3.310 0.683 2.443
H -2.672 1.685 3.601
H -2.144 0.114 3.443
H -1.111 0.412 1.473
H -2.177 3.270 1.319
H -2.748 1.895 0.369
H -1.095 3.215 -0.871
H 0.106 1.467 -1.606
H -1.141 0.690 -0.974
H 0.176 4.151 0.972
H 1.273 3.341 -0.112
H 1.627 2.966 2.378
H 2.209 0.733 2.126
H 2.636 1.615 0.867
H -0.478 2.790 3.259
H 0.189 1.167 3.428
S 0.211 -1.527 2.004
C -1.418 -1.974 1.475
C -2.386 -2.215 2.454
C -3.685 -2.542 2.094
C -4.026 -2.635 0.750
C -3.069 -2.414 -0.227
C -1.761 -2.081 0.124
S -0.574 -1.854 -1.180
H -2.096 -2.205 3.500
H -4.419 -2.753 2.860
H -5.033 -2.904 0.460
H -3.329 -2.512 -1.272
O 2.362 -2.722 0.034
Cl 3.526 -2.385 0.928
O 3.373 -2.936 2.201
O 4.739 -2.661 0.288
O 3.289 -0.874 0.987
*
```

These are the Mulliken partial charges, in e, on atoms 1 to 2:
1. Hf 1.630
2. C -1.531



The following is a quantum chemistry calculation of a structure of composition C19H28ClN5O8S2Sr, from OMol25.

Output
E	-79014.4511	eV
E_LUMO	0.441	eV

Structure (ORCA input):
```
! wB97M-V def2-TZVPD RIJCOSX def2/J DEFGRID3
* xyz 0 1
Sr -0.857 -1.319 0.426
O -1.514 -4.052 3.369
Cl -1.035 -4.058 2.030
O -0.694 -5.363 1.582
O -2.059 -3.481 1.138
O 0.123 -3.164 1.910
C -1.996 2.575 1.182
N -1.009 2.486 2.247
C -0.112 3.629 2.364
C 0.746 3.492 3.603
C 1.454 2.155 3.569
N 0.487 1.081 3.389
C 0.991 -0.270 3.594
C -0.604 1.239 2.601
O -1.263 0.241 2.228
H -2.408 3.583 1.183
H -2.799 1.864 1.354
H -1.541 2.375 0.206
H -0.728 4.529 2.419
H 0.514 3.696 1.468
H 0.121 3.556 4.496
H 1.477 4.300 3.642
H 1.981 1.973 4.507
H 2.189 2.128 2.757
H 1.612 -0.272 4.489
H 1.597 -0.603 2.745
H 0.171 -0.966 3.738
N 5.991 1.809 -4.264
C 4.923 1.489 -3.442
C 4.957 0.344 -2.644
C 3.909 0.053 -1.790
C 2.819 0.907 -1.721
C 2.771 2.052 -2.509
C 3.815 2.342 -3.362
S 1.448 0.533 -0.689
O 1.789 -0.697 0.040
O 1.152 1.685 0.137
N 0.177 0.270 -1.594
C 0.203 -0.825 -2.426
S 0.982 -0.841 -3.977
C 0.423 -2.446 -4.237
C -0.297 -2.859 -3.170
N -0.422 -1.947 -2.150
H 6.593 1.045 -4.524
H 5.791 2.432 -5.029
H 5.812 -0.318 -2.696
H 3.926 -0.837 -1.176
H 1.912 2.708 -2.450
H 3.784 3.236 -3.972
H 0.653 -2.996 -5.133
H -0.757 -3.830 -3.066
C -4.983 -2.459 0.543
C -4.512 -2.744 -0.895
C -3.920 -1.414 -1.329
O -3.308 -0.905 -0.137
C -4.228 -1.181 0.938
H -4.735 -3.284 1.206
H -6.059 -2.292 0.584
H -5.318 -3.073 -1.550
H -3.735 -3.508 -0.889
H -4.695 -0.713 -1.658
H -3.149 -1.484 -2.094
H -4.903 -0.327 1.038
H -3.649 -1.278 1.854
*
```

These are the Mulliken partial charges, in e, on atoms 1 to 2:
1. Sr 1.895
2. O -0.656



The following is a quantum chemistry calculation of a structure of composition C19H28ClO2P2Pr in a non-equilibrium geometry, from OMol25.

Output
E	-69405.3721	eV
E_LUMO (alpha / beta)	-7.837 / -7.732	eV

Structure (ORCA input):
```
! wB97M-V def2-TZVPD RIJCOSX def2/J DEFGRID3
* xyz 2 3
C -5.211 -3.311 -2.004
C -4.133 -2.920 -1.042
H -6.183 -3.400 -1.518
H -4.879 -4.299 -2.347
H -5.328 -2.663 -2.885
O -4.223 -2.699 0.148
Cl -2.577 -2.939 -1.882
Pr 0.151 -0.398 -0.451
P -0.303 -2.289 1.652
C -0.843 -1.953 3.361
C -1.074 -3.928 1.437
H -0.720 -4.603 2.231
H 1.486 -3.496 2.741
H -0.801 -4.321 0.450
H 1.884 -3.213 1.014
H -1.913 -1.703 3.349
H -2.167 -3.825 1.474
C 1.458 -2.762 1.923
H -0.662 -2.852 3.972
H 2.056 -1.875 2.186
H -0.284 -1.095 3.757
P -1.524 1.431 -1.921
C -2.336 2.941 -1.302
C -0.200 2.175 -2.978
H -2.443 -0.004 -3.646
H -2.809 1.735 -3.962
H -3.730 0.817 -2.720
C -2.747 0.949 -3.193
H 0.372 1.391 -3.502
H -0.677 2.820 -3.732
H -2.652 3.564 -2.154
H -1.629 3.499 -0.676
H 0.486 2.767 -2.350
H -3.209 2.664 -0.696
C -1.620 0.463 0.953
O -2.493 0.907 1.574
C 3.634 3.549 2.550
C 2.354 2.980 2.648
C 1.960 1.973 1.776
C 2.831 1.491 0.752
C 2.468 0.502 -0.194
C 3.356 0.057 -1.148
C 4.650 0.641 -1.242
C 5.025 1.627 -0.358
C 4.156 2.086 0.665
C 4.520 3.106 1.578
H 3.934 4.340 3.235
H 1.680 3.344 3.420
H 0.952 1.558 1.890
H 3.092 -0.737 -1.857
H 5.334 0.290 -2.018
H 6.016 2.062 -0.458
H 5.514 3.557 1.499
*
```

These are the Mulliken partial charges, in e, on atoms 1 to 2:
1. C -1.051
2. C 0.822



The following is a quantum chemistry calculation of a structure of composition C19H28CrI2N3O in a non-equilibrium geometry, from OMol25.

Output
E	-71295.1694	eV
E_LUMO (alpha / beta)	4.644 / 4.593	eV

Structure (ORCA input):
```
! wB97M-V def2-TZVPD RIJCOSX def2/J DEFGRID3
* xyz -2 4
C -0.383 -1.906 -3.917
I -2.244 0.328 -2.523
H -1.391 -2.246 -4.324
H 0.353 -2.729 -3.815
H -0.035 -1.035 -4.528
C -0.403 -4.024 0.428
C -0.575 -2.345 -1.131
N 0.231 -2.930 -0.127
H -2.285 -4.995 -0.149
I -3.143 0.261 1.186
N -1.657 -3.202 -1.180
H 0.054 -4.723 1.095
Cr -1.366 -0.558 -0.455
C -0.085 -1.480 -2.477
O 1.089 -1.111 -2.463
C -1.579 -4.182 -0.220
C -2.773 -3.169 -2.128
H -3.566 -2.448 -1.828
H -3.194 -4.193 -2.139
H -2.418 -2.872 -3.131
C 1.468 -2.427 0.400
H 1.971 -3.180 0.969
H 1.374 -1.575 1.062
H 2.093 -2.032 -0.408
C -0.825 3.407 -1.907
C 0.421 2.626 -1.505
C 1.651 3.081 -2.286
C 0.719 2.589 0.017
C 1.073 3.718 0.706
C 1.297 3.835 2.058
C 1.109 2.668 2.768
C 0.775 1.460 2.197
C 0.600 0.179 3.063
C 1.753 -0.049 4.051
C -0.744 0.119 3.743
C 0.536 1.411 0.766
N 0.057 0.293 0.149
H -0.644 4.480 -2.015
H -1.654 3.259 -1.185
H -1.156 3.011 -2.875
H 0.282 1.585 -1.777
H 1.814 4.156 -2.168
H 2.533 2.523 -1.987
H 1.443 2.842 -3.328
H 1.170 4.589 0.097
H 1.601 4.761 2.514
H 1.188 2.747 3.837
H 0.646 -0.538 2.235
H 1.788 0.736 4.818
H 1.641 -1.009 4.548
H 2.708 -0.044 3.524
H -1.575 0.153 3.019
H -0.869 -0.792 4.322
H -0.875 0.979 4.404
*
```

These are the Mulliken partial charges, in e, on atoms 1 to 2:
1. C -1.820
2. I -0.473



The following is a quantum chemistry calculation of a structure of composition C19H28GeIrN4O4S3 in a non-equilibrium geometry, from OMol25.

Output
E	-126150.8183	eV
E_LUMO (alpha / beta)	-8.259 / -8.258	eV

Structure (ORCA input):
```
! wB97M-V def2-TZVPD RIJCOSX def2/J DEFGRID3
* xyz 2 2
Ir 0.181 1.211 0.018
O -1.071 -2.544 -2.745
C -0.826 -1.559 -1.964
O 0.125 -0.755 -2.277
C -1.650 -1.417 -0.780
C -2.720 -2.310 -0.640
C -3.586 -2.179 0.419
C -3.339 -1.201 1.359
C -2.220 -0.382 1.214
N -1.396 -0.451 0.161
C -1.814 0.604 2.281
O -2.632 0.922 3.245
O -0.705 1.092 2.248
H -0.401 -2.619 -3.454
H -2.851 -3.082 -1.387
H -4.440 -2.833 0.526
H -4.001 -1.102 2.207
H -3.542 0.583 3.160
C 2.334 0.472 2.882
C 3.135 -0.134 1.731
S 2.501 0.200 0.042
C 3.518 1.572 -0.571
C 3.376 2.843 0.210
S 1.655 3.433 0.222
C 1.586 4.140 1.902
C 1.442 3.179 3.077
S 2.887 2.120 3.435
H 2.426 -0.177 3.752
H 1.286 0.543 2.620
H 3.107 -1.221 1.807
H 4.180 0.178 1.739
H 3.208 1.697 -1.610
H 4.555 1.232 -0.563
H 3.994 3.628 -0.231
H 3.678 2.702 1.243
H 0.711 4.792 1.882
H 2.475 4.764 1.997
H 0.571 2.547 2.960
H 1.314 3.783 3.976
N -4.806 0.874 1.804
C -4.284 1.731 1.223
N -3.606 2.642 0.586
C -2.430 2.623 0.188
N -1.306 2.577 -0.173
C -1.838 -1.247 -5.702
Ge -0.125 -0.382 -5.299
C 0.116 1.295 -6.267
C 1.431 -1.567 -5.437
C -0.210 0.263 -3.356
H -1.937 -1.302 -6.786
H -2.670 -0.655 -5.320
H -1.923 -2.261 -5.312
H -0.026 1.116 -7.332
H 1.120 1.691 -6.121
H -0.609 2.044 -5.951
H 1.493 -1.932 -6.462
H 1.392 -2.440 -4.780
H 2.345 -1.016 -5.222
H -1.198 0.680 -3.151
H 0.540 1.044 -3.225
*
```

These are the Mulliken partial charges, in e, on atoms 1 to 2:
1. Ir 1.577
2. O -0.464



Question: What is the formula in the third record?
Answer: C19H28BrNO19P



Please write out number 1 again, unchanged.
The following is a quantum chemistry calculation of a structure of composition C19H28AsN3O5Si2Sn in a non-equilibrium geometry, from OMol25.

Output
E	-117288.5397	eV
E_LUMO	-1.222	eV

Structure (ORCA input):
```
! wB97M-V def2-TZVPD RIJCOSX def2/J DEFGRID3
* xyz 0 1
Sn 12.832 11.170 6.715
O 15.018 11.947 6.856
C 15.756 11.405 7.774
C 15.416 11.015 9.082
C 16.482 10.969 9.962
C 16.300 10.507 11.238
C 15.014 10.250 11.723
C 13.916 10.581 10.971
C 14.011 10.910 9.594
O 12.916 11.101 8.918
N 17.422 10.177 12.038
O 17.369 9.213 12.845
O 18.456 10.870 11.875
H 16.824 11.227 7.597
H 17.500 11.225 9.658
H 14.875 9.869 12.735
H 12.926 10.573 11.468
N 13.423 18.178 5.284
C 12.870 17.704 6.438
O 12.514 18.428 7.372
C 12.685 16.212 6.506
C 12.747 15.599 7.781
C 12.614 14.250 7.887
N 12.347 13.412 6.832
C 12.173 14.023 5.661
C 12.396 15.380 5.431
H 13.734 19.153 5.314
H 13.615 17.561 4.525
H 12.947 16.217 8.683
H 12.712 13.777 8.844
H 11.868 13.441 4.805
H 12.229 15.746 4.383
C 9.749 11.215 9.728
Si 8.896 11.208 8.125
C 7.295 10.319 8.182
C 8.533 13.011 7.486
As 10.101 9.876 6.469
Si 10.225 7.708 7.553
C 11.292 7.925 9.113
C 8.610 6.845 7.965
C 11.172 6.579 6.415
H 9.544 12.188 10.171
H 10.825 11.109 9.735
H 9.413 10.369 10.367
H 6.464 10.877 8.633
H 7.296 9.339 8.744
H 7.025 10.009 7.167
H 8.556 13.119 6.387
H 9.325 13.593 7.930
H 7.577 13.438 7.838
H 10.674 8.511 9.811
H 12.239 8.421 8.934
H 11.494 6.934 9.525
H 8.425 7.139 8.962
H 8.784 5.746 7.964
H 7.827 7.032 7.261
H 12.205 6.921 6.393
H 10.851 6.560 5.393
H 11.147 5.563 6.734
*
```

These are the Mulliken partial charges, in e, on atoms 1 to 2:
1. Sn 0.423
2. O -0.627